Record 1
An isolated molecule of C4H4ClNO2. Source: the OMol25 dataset; level of theory: ωB97M-V with the def2-TZVPD basis set.

Properties
highest occupied orbital energy = -10.24 eV
frontier orbital gap = 10.058 eV
energy relative to the best compared isomer or geometry (same formula, charge and spin) = 4.785 eV
energy = -22315.307 eV

The geometry in XYZ format:
```
12
Properties=species:S:1:pos:R:3:lowdin_charge:R:1
C 0.21982 1.47085 -1.39971 -0.0270
C 0.43859 1.09066 -0.20459 -0.6809
Cl 1.41039 1.98409 0.87173 0.7042
C -0.12127 -0.35656 0.46217 -0.1678
C -0.46951 -0.54688 1.72298 0.0888
N -0.17906 -1.55245 -0.40189 -0.4119
O 0.41607 -2.57729 -0.10782 0.0801
O -0.69129 -1.43563 -1.44454 0.1048
H 0.63874 2.35184 -1.78207 0.0571
H -0.36264 0.82301 -2.06773 0.0818
H -0.91414 -1.53217 1.91608 0.0947
H -0.38571 0.28052 2.43539 0.0761
```

***

Record 2
An isolated molecule of C4H4ClNOS. Source: the OMol25 dataset; level of theory: ωB97M-V with the def2-TZVPD basis set.

Properties
highest occupied orbital energy = -8.84 eV
frontier orbital gap = 9.211 eV
energy relative to the best compared isomer or geometry (same formula, charge and spin) = 0.742 eV
energy = -31106.967 eV

The geometry in XYZ format:
```
12
Properties=species:S:1:pos:R:3:lowdin_charge:R:1
C -0.59897 -0.75869 -0.01792 -0.0357
C 0.90300 -0.68309 -0.04813 -0.4032
N 1.55181 -1.89041 -0.20681 -0.2990
S 3.15744 -1.67943 -0.04956 0.9497
C 3.13179 0.07196 -0.00240 -0.9250
Cl 4.52276 1.03632 0.05154 0.6510
C 1.68344 0.43626 0.01625 -0.3952
O 1.18904 1.66892 0.15123 0.0385
H -0.96122 -1.61989 0.61275 0.0928
H -0.93271 0.22345 0.36088 0.0776
H -1.14292 -1.03031 -0.95607 0.0892
H 1.84085 2.38457 -0.18260 0.1593
```